Model P:
The molecule C8H12S2. Source: OMol25; level of theory: ωB97M-V/def2-TZVPD.

Structure (XYZ):
```
22
Properties=species:S:1:pos:R:3
C -0.33740 -0.55656 1.90619
C -1.56891 -0.79310 1.07858
C 0.91072 -0.31974 1.42959
C -1.63787 -0.37513 -0.19618
C 0.15022 0.74286 -0.70043
C 1.23154 -0.00080 -0.04823
C -2.67561 -0.45358 -1.37300
C 2.58284 0.74288 -0.13149
S -0.10863 2.48229 -0.27472
S 1.69259 -1.58224 -0.91292
H -0.51832 -0.80969 3.00766
H -2.26963 -1.29401 1.65266
H 1.84764 -0.28361 1.99702
H 0.15939 0.72745 -1.74738
H -3.54498 -0.88460 -0.97670
H -2.24732 -0.98715 -2.17138
H -2.81731 0.56749 -1.73223
H 2.99605 0.73654 -1.17637
H 3.33413 0.18868 0.43390
H 2.53631 1.82507 -0.01745
H -0.21991 2.47111 0.97892
H 0.50448 -2.14414 -1.02604
```

Properties
frontier orbital gap: 9.1 eV



Model Q:
A cluster of 2 separate species, C8H12S2 in total. Source: OMol25; level of theory: ωB97M-V/def2-TZVPD.

Structure (XYZ):
```
22
Properties=species:S:1:pos:R:3
C -1.00516 -2.80776 0.59572
C -1.95551 -1.69353 0.77180
C 0.66253 2.21258 -2.88584
C 1.39418 1.75398 -1.81651
C 0.08180 -2.91047 1.33070
C -1.50901 -0.56645 1.35941
C 0.93949 2.00577 -0.43302
C 1.20401 1.40509 0.73931
S -2.41905 1.00176 1.49410
S 2.25940 0.05966 0.89381
H -1.05094 -3.37657 -0.28927
H -2.88730 -1.72588 0.24724
H 0.95453 1.92543 -3.95365
H -0.19830 2.78860 -2.70707
H 2.14671 1.02592 -2.07817
H 0.41764 -2.27082 2.08595
H 0.75180 -3.71462 1.07009
H -0.41334 -0.50371 1.74010
H 0.49742 3.03251 -0.33808
H 0.85068 1.84425 1.63301
H -3.59034 0.48409 0.98152
H 2.86877 0.03017 -0.44114
```

Properties
frontier orbital gap: 8.7 eV
SMILES string: C=C/C=C/S.C=C/C=C\S



Stability check: which of them is most stable? model P.